Record 1
{"formula": "C5H10O2", "method": "ωB97M-V/def2-TZVPD", "e_above_lowest_kj_mol": 280.3, "smiles": "C=COCC.C=O", "species": ["O", "C", "C", "C", "C", "C", "O", "H", "H", "H", "H", "H", "H", "H", "H", "H", "H"], "xyz": [[-2.127, -0.547, 1.140], [-2.425, 0.446, 0.525], [0.226, 0.503, -1.257], [0.103, 1.826, -1.329], [1.195, -0.945, 1.361], [1.247, -1.284, -0.118], [1.383, -0.105, -0.908], [0.292, -0.376, 1.600], [-2.219, 1.464, 0.903], [-2.926, 0.394, -0.462], [-0.590, -0.175, -1.522], [-0.810, 2.276, -1.706], [0.929, 2.474, -1.053], [1.183, -1.862, 1.961], [2.072, -0.353, 1.640], [0.347, -1.837, -0.424], [2.121, -1.898, -0.352]], "forces_ev_per_a": [[-0.19, 0.46, -0.28], [0.07, -0.28, 0.18], [-0.16, 0.20, -0.05], [0.04, -0.13, -0.05], [-0.02, 0.03, 0.03], [0.00, -0.25, 0.12], [0.00, 0.14, -0.06], [0.16, -0.09, -0.03], [0.00, -0.13, 0.04], [0.05, -0.03, 0.10], [0.13, 0.08, 0.05], [0.13, -0.12, 0.06], [-0.12, -0.08, -0.04], [0.00, 0.12, -0.09], [-0.10, -0.10, -0.02], [0.12, 0.09, 0.02], [-0.11, 0.08, 0.04]]}

Record 2
{"formula": "C43H36NP3PdS2", "method": "ωB97M-V/def2-TZVPD", "e_above_lowest_kj_mol": 127.5, "charge": -2, "species": ["Pd", "S", "P", "C", "P", "S", "C", "C", "C", "C", "C", "C", "C", "C", "C", "C", "C", "C", "C", "C", "C", "C", "C", "C", "C", "C", "C", "C", "C", "C", "H", "H", "H", "H", "H", "H", "H", "H", "H", "H", "H", "H", "H", "H", "H", "H", "H", "H", "H", "H", "N", "C", "C", "C", "C", "C", "C", "P", "C", "C", "C", "C", "C", "C", "C", "C", "C", "C", "C", "C", "H", "H", "H", "H", "H", "H", "H", "H", "H", "H", "H", "H", "H", "H", "H", "H"], "xyz": [[1.159, 0.415, -2.004], [3.599, 1.094, -1.130], [2.477, 0.849, 0.563], [0.843, 0.831, 0.224], [-0.408, 0.218, 1.278], [-2.687, 0.187, -1.146], [-0.816, 1.315, 2.759], [-2.167, 1.583, 3.023], [-2.565, 2.505, 4.007], [-1.626, 3.182, 4.744], [-0.283, 2.851, 4.550], [0.102, 1.948, 3.608], [0.074, -1.320, 2.206], [0.517, -2.425, 1.472], [0.588, -3.688, 2.023], [0.136, -3.925, 3.315], [-0.324, -2.862, 4.050], [-0.267, -1.569, 3.549], [3.107, 2.313, 1.661], [4.385, 2.324, 2.232], [4.923, 3.504, 2.800], [4.124, 4.645, 2.893], [2.824, 4.612, 2.398], [2.344, 3.460, 1.766], [3.268, -0.557, 1.530], [3.875, -1.597, 0.831], [4.295, -2.718, 1.510], [4.137, -2.850, 2.889], [3.463, -1.844, 3.567], [3.105, -0.675, 2.914], [-2.888, 1.087, 2.400], [-3.620, 2.726, 4.146], [-1.938, 3.964, 5.435], [0.523, 3.341, 5.100], [1.184, 1.770, 3.420], [0.814, -2.302, 0.479], [1.049, -4.454, 1.427], [0.142, -4.923, 3.738], [-0.622, -3.027, 5.071], [-0.578, -0.802, 4.228], [5.027, 1.439, 2.163], [5.917, 3.525, 3.172], [4.533, 5.571, 3.319], [2.185, 5.492, 2.511], [1.353, 3.431, 1.337], [4.028, -1.495, -0.236], [4.749, -3.515, 0.966], [4.385, -3.761, 3.401], [3.244, -1.962, 4.626], [2.641, 0.107, 3.495], [-1.865, 2.936, -1.886], [-2.935, 2.473, -2.614], [-3.558, 3.276, -3.576], [-4.542, 2.775, -4.411], [-4.992, 1.484, -4.300], [-4.479, 0.662, -3.281], [-3.486, 1.164, -2.446], [-1.178, -1.142, -1.852], [-2.155, -2.666, -2.276], [-2.838, -3.309, -1.237], [-3.305, -4.622, -1.362], [-3.033, -5.352, -2.534], [-2.389, -4.703, -3.583], [-1.994, -3.377, -3.472], [-0.370, -0.438, -3.343], [-1.076, 0.350, -4.319], [-0.515, 0.792, -5.474], [0.853, 0.465, -5.773], [1.520, -0.381, -4.942], [1.001, -0.839, -3.657], [-1.421, 3.805, -2.086], [-1.440, 2.346, -1.227], [-3.149, 4.293, -3.741], [-4.884, 3.410, -5.224], [-5.721, 1.059, -4.961], [-4.837, -0.342, -3.148], [-2.979, -2.745, -0.292], [-3.747, -5.092, -0.475], [-3.261, -6.415, -2.620], [-2.149, -5.252, -4.480], [-1.410, -2.896, -4.246], [-2.111, 0.546, -4.134], [-1.124, 1.350, -6.165], [1.324, 0.856, -6.654], [2.511, -0.721, -5.224], [1.403, -1.772, -3.263]], "forces_ev_per_a": [[-0.28, -0.06, 0.22], [-0.45, -0.22, 0.17], [1.12, 1.01, 0.36], [0.00, -0.06, 0.47], [-0.18, -0.22, 0.08], [-0.42, 0.23, -0.22], [-0.22, 0.09, 0.32], [0.53, 0.25, 0.13], [-0.36, -0.47, -0.73], [0.37, 0.09, 0.29], [0.34, 1.01, 0.89], [1.15, -0.90, -1.39], [-0.40, 0.16, 0.53], [-0.27, -0.09, 1.22], [0.15, 0.20, 0.10], [0.10, -0.58, -0.42], [0.52, 0.31, 0.31], [-0.35, -0.28, -0.49], [0.47, -0.82, -0.20], [0.69, 0.69, 0.03], [-1.54, -0.70, -0.51], [0.20, 0.10, -0.03], [-0.09, -0.06, -0.04], [-0.12, 0.50, 0.16], [-0.48, 0.53, -0.06], [-0.13, 0.35, 0.15], [0.29, -0.23, 0.59], [-0.93, 0.36, -0.51], [0.55, 0.03, 0.41], [-0.20, -0.23, -0.38], [-0.40, -0.10, -0.17], [0.04, -0.07, -0.05], [0.19, -0.21, -0.01], [-0.36, 0.07, 0.09], [-0.92, 0.15, 0.34], [0.43, 0.37, -1.52], [-0.07, -0.47, -0.12], [0.04, -0.05, -0.02], [-0.21, 0.04, 0.32], [-0.13, 0.61, -0.02], [-0.28, 0.25, 0.00], [0.77, -0.08, 0.27], [-0.21, -0.41, -0.09], [0.14, -0.27, -0.16], [-0.23, 0.06, -0.07], [-0.12, 0.00, -0.03], [0.35, -0.51, -0.37], [0.25, -0.28, 0.09], [0.05, 0.08, -0.11], [-0.15, 0.17, -0.10], [-1.52, 0.07, -0.82], [-0.29, 0.07, 0.08], [0.68, 0.72, -0.17], [0.34, 0.63, -0.43], [0.02, -1.09, 0.81], [0.27, 1.41, -0.04], [0.89, -0.43, 0.41], [0.56, -0.05, 0.01], [-0.43, -0.20, -0.60], [-0.38, 0.09, 0.47], [0.56, 0.08, 0.13], [-0.07, 0.37, 0.35], [-0.12, -0.04, 0.14], [0.50, 0.28, 0.52], [0.10, -0.16, 0.47], [0.20, -0.28, 0.15], [0.73, -0.20, 0.17], [-0.87, -0.20, 0.48], [0.17, -0.18, 0.73], [-0.43, 0.29, -0.97], [0.03, 0.20, -0.27], [0.84, -0.94, 0.83], [-0.39, -0.64, 0.08], [-0.16, -0.04, 0.12], [-0.35, 0.05, -0.38], [0.02, -0.30, 0.07], [0.10, -0.53, -0.57], [0.00, 0.08, -0.49], [-0.11, 0.27, 0.10], [-0.01, -0.10, -0.22], [-0.11, -0.05, -0.28], [-0.26, 0.10, -0.09], [-0.03, 0.22, -0.20], [0.15, 0.02, -0.38], [0.10, 0.06, 0.08], [0.06, 0.11, 0.01]]}

Record 3
{"formula": "C14H18BClN3O6P", "method": "ωB97M-V/def2-TZVPD", "species": ["C", "C", "N", "C", "C", "C", "C", "N", "C", "C", "C", "O", "O", "B", "O", "N", "C", "C", "C", "P", "O", "Cl", "C", "C", "O", "O", "H", "H", "H", "H", "H", "H", "H", "H", "H", "H", "H", "H", "H", "H", "H", "H", "H", "H"], "xyz": [[-0.579, -0.397, 4.019], [-1.345, -1.195, 2.981], [-1.156, -0.795, 1.531], [-0.159, -1.533, 0.618], [0.760, -2.812, 1.102], [0.762, -4.084, 0.066], [2.182, -4.941, -0.152], [-0.324, -4.561, -0.637], [0.060, -1.037, -0.954], [-0.809, 0.245, -1.490], [-0.680, 0.904, -3.021], [-1.177, 0.322, -4.121], [0.075, 2.200, -3.071], [1.420, 1.987, -2.428], [2.412, 1.269, -3.286], [1.663, 2.444, -1.002], [0.877, 3.685, -0.637], [3.131, 2.613, -0.677], [-1.918, 0.990, -0.487], [-2.942, 2.446, -1.192], [-4.498, 1.717, -1.643], [-3.293, 3.971, 0.253], [-2.019, 0.385, 1.040], [-3.062, 1.079, 2.126], [-2.625, 2.101, 2.914], [-4.458, 0.638, 2.299], [-0.182, 0.704, 3.827], [-0.383, -0.810, 5.121], [-2.035, -2.053, 3.381], [1.892, -2.456, 1.194], [0.446, -3.187, 2.175], [3.135, -4.260, -0.112], [2.199, -5.502, -1.205], [2.194, -5.804, 0.662], [-1.137, -3.946, -0.409], [0.823, -1.598, -1.641], [2.767, 0.484, -2.762], [1.136, 3.934, 0.502], [-0.259, 3.385, -0.643], [1.031, 4.599, -1.355], [3.845, 2.658, -1.603], [3.275, 3.650, -0.105], [3.417, 1.783, 0.115], [-4.462, 0.779, -1.293]], "forces_ev_per_a": [[-1.97, -1.80, -2.58], [3.30, 2.50, 4.32], [-0.32, 0.95, -2.80], [-0.80, 2.13, -2.76], [0.34, 0.22, 0.30], [-2.23, -2.00, -2.55], [-0.72, -0.21, -0.10], [4.14, 2.90, 3.42], [-3.02, 2.13, 2.93], [-0.99, -0.44, 3.12], [-1.03, -1.68, -5.08], [3.29, 4.05, 7.89], [-0.08, -4.31, 1.49], [0.41, -0.54, 0.08], [-1.94, -0.16, 3.21], [0.72, 1.16, -3.68], [-1.43, -0.16, 1.40], [0.81, 0.67, 1.56], [2.91, -4.58, 2.33], [-1.41, -0.23, -1.54], [3.12, -0.53, 2.04], [0.06, -1.67, -0.49], [1.15, -0.52, -2.20], [-5.00, 2.83, 5.28], [-0.73, -5.65, -4.94], [8.27, 1.25, -2.36], [-0.68, -2.73, -0.03], [-1.13, 0.91, -2.66], [1.54, 1.56, -1.64], [-2.52, -0.50, -0.19], [0.47, 0.86, -2.22], [-1.92, -1.31, 0.24], [-0.43, 1.47, 2.34], [0.21, 2.02, -1.55], [0.57, -0.49, -0.18], [-1.75, 1.17, 1.55], [-0.33, 1.68, -0.98], [-0.56, -0.27, -2.65], [2.19, 0.80, -0.07], [-0.10, -1.71, 1.48], [-1.43, -0.44, 1.75], [-0.32, -2.28, -1.27], [-0.20, 1.58, -1.84], [-0.48, 1.41, -0.36]]}

| no. | E (eV) | Kohn-Sham gap (eV) | E_LUMO (eV) |
| --- | --- | --- | --- |
| 1 | -9440.1384 | 9.86 | 0.802 |
| 2 | -99681.9028 | 4.98 | 4.509 |
| 3 | -54038.6250 | 5.95 | -2.548 |